{"formula": "C5H16N2OSi", "method": "wB97M-V/def2-TZVPD", "elements": ["C", "C", "C", "C", "C", "N", "N", "O", "Si", "H", "H", "H", "H", "H", "H", "H", "H", "H", "H", "H", "H", "H", "H", "H", "H"], "coordinates": [[-2.11829, 1.61504, 0.05411], [3.53879, 0.71777, -0.26847], [-0.13916, -2.99191, 1.09152], [-2.77802, 0.25175, -0.37657], [2.19316, 1.51815, -0.37850], [-2.23534, -0.86175, 0.38998], [1.02342, 1.14321, 0.43012], [-0.67402, -1.65144, -1.67962], [-0.74860, -1.46013, -0.06274], [-0.99077, 1.62718, 0.03385], [-2.59352, 2.50723, -0.50530], [-2.50728, 1.62127, 1.03117], [4.09476, 0.80482, 0.72817], [3.29606, -0.28747, -0.54672], [4.24309, 1.13365, -1.00698], [-1.03314, -3.21188, 1.72943], [0.23746, -3.83408, 0.51058], [0.57853, -2.57409, 1.67884], [-3.76764, 0.14928, -0.14405], [-2.69404, 0.19948, -1.45084], [2.24502, 2.51029, -0.24869], [1.90216, 1.46759, -1.52750], [-2.43151, -0.52633, 1.36585], [1.47448, 1.17240, 1.29531], [-0.11560, -1.04004, -2.14296]], "nbo_charge": [-0.659, -0.632, -1.066, -0.220, -0.230, -1.109, -0.827, -1.107, 1.919, 0.289, 0.204, 0.182, 0.197, 0.203, 0.204, 0.238, 0.247, 0.232, 0.186, 0.197, 0.180, 0.138, 0.411, 0.302, 0.519], "multiplicity": 1, "orbital_gap_ev": [7.96, 6.36], "e_homo_ev": [-7.8418, -6.3381]}


{"formula": "C5H16N3", "method": "wB97M-V/def2-TZVPD", "elements": ["C", "C", "C", "N", "N", "C", "C", "N", "H", "H", "H", "H", "H", "H", "H", "H", "H", "H", "H", "H", "H", "H", "H", "H"], "coordinates": [[-2.28193, 0.92584, 0.96746], [-1.05282, 0.02896, 0.88556], [-1.37248, -1.30798, 0.20953], [-0.87921, -2.38749, 1.07080], [-0.02070, 0.65406, -0.15812], [1.32247, 0.84645, 0.33589], [2.24227, 1.17176, -0.87768], [1.83486, -0.07523, -1.83062], [-3.04923, 0.38150, 1.48540], [-2.01108, 1.82422, 1.55458], [-2.68336, 0.93978, -0.07102], [-0.45145, 0.06108, 1.79476], [-2.43674, -1.38074, -0.08327], [-1.04928, -1.31655, -0.84137], [-1.39066, -3.25826, 1.09724], [0.11432, -2.51851, 1.02460], [-0.52312, 1.52127, -0.36818], [1.48627, 1.54070, 1.15792], [1.81553, 0.02432, 0.86004], [2.00066, 2.08709, -1.45766], [3.31823, 1.17371, -0.76710], [0.99102, 0.32088, -2.26556], [1.48660, -0.87654, -1.28477], [2.58981, -0.38033, -2.43843]], "nbo_charge": [-0.647, -0.028, -0.242, -0.855, -0.712, -0.273, -0.185, -0.710, 0.243, 0.232, 0.218, 0.207, 0.213, 0.168, 0.388, 0.354, 0.383, 0.219, 0.213, 0.227, 0.236, 0.464, 0.446, 0.439], "smiles": "C[C@@H](CN)NCC[NH3+]", "de_lowest_ev": 2.990, "multiplicity": 1, "total_charge": 1, "orbital_gap_ev": 8.88, "e_homo_ev": -12.1603}


{"formula": "C5H16N3", "method": "wB97M-V/def2-TZVPD", "elements": ["N", "C", "C", "N", "C", "C", "N", "C", "H", "H", "H", "H", "H", "H", "H", "H", "H", "H", "H", "H", "H", "H", "H", "H"], "coordinates": [[0.65385, -2.00920, -2.28108], [0.53615, -0.59695, -2.50998], [-0.38214, -0.00358, -1.37522], [0.29251, -0.05093, -0.15612], [0.83243, 1.10824, 0.40471], [0.13379, 2.47731, 0.26394], [-1.28851, -0.39759, 1.81716], [-0.63659, -1.17994, 2.84117], [-0.85968, -0.41532, 0.88465], [1.20892, -2.57584, -2.92024], [1.00813, -2.24672, -1.35727], [1.46747, -0.02512, -2.50938], [0.04663, -0.46024, -3.46940], [-0.70114, 0.99477, -1.66921], [-1.32068, -0.56491, -1.36779], [0.85805, 3.29322, 0.31674], [0.92823, 0.87033, 1.46376], [1.85206, 1.24312, -0.00469], [-0.49941, 2.61738, -0.59787], [-0.48305, 2.59754, 1.15348], [-2.29560, -0.44469, 1.80334], [-0.87662, -0.81085, 3.83262], [0.43722, -1.17961, 2.66004], [-0.91201, -2.24043, 2.77663]], "nbo_charge": [-0.811, -0.151, -0.334, 0.045, -0.342, -0.637, -0.769, -0.420, 0.325, 0.403, 0.371, 0.190, 0.241, 0.217, 0.303, 0.251, 0.282, 0.350, 0.227, 0.256, 0.388, 0.230, 0.195, 0.190], "de_lowest_ev": 6.197, "multiplicity": 1, "total_charge": 1, "orbital_gap_ev": 5.03, "e_homo_ev": -12.9045}


{"formula": "C5H16N3", "method": "wB97M-V/def2-TZVPD", "elements": ["C", "C", "C", "C", "N", "C", "N", "N", "H", "H", "H", "H", "H", "H", "H", "H", "H", "H", "H", "H", "H", "H", "H", "H"], "coordinates": [[-2.02267, -1.26977, -0.87589], [-0.58660, -1.64825, -0.47531], [-0.11580, -0.47047, 0.43416], [1.16881, 0.34159, -0.05310], [1.07369, 1.57935, 0.70957], [2.37792, 2.10415, 1.20277], [2.14713, 2.78620, 2.44242], [-2.55473, -2.18832, -1.98269], [-2.19603, -0.24784, -1.26076], [-2.74088, -1.27121, -0.05811], [-0.05763, -1.76013, -1.45886], [-0.56146, -2.64744, -0.04980], [-0.85777, 0.32985, 0.34179], [0.14580, -0.75280, 1.45035], [1.24839, 0.35147, -1.17919], [2.09088, -0.20374, 0.07285], [0.46513, 2.25557, 0.24594], [2.81049, 2.71405, 0.39464], [3.01350, 1.23597, 1.41441], [1.85892, 3.75609, 2.38274], [1.55033, 2.22015, 3.03502], [-2.59076, -3.18014, -1.73373], [-3.54482, -1.93552, -2.09519], [-2.12187, -2.09885, -2.90404]], "nbo_charge": [-0.214, -0.434, -0.387, -0.277, -0.347, -0.111, -0.524, -0.680, 0.228, 0.244, 0.217, 0.251, 0.201, 0.248, 0.254, 0.236, 0.416, 0.258, 0.249, 0.413, 0.401, 0.451, 0.453, 0.452], "de_lowest_ev": 0.802, "multiplicity": 2, "total_charge": 2, "orbital_gap_ev": [12.38, 6.11], "e_homo_ev": [-18.5203, -17.1175]}


{"formula": "C5H16N3", "method": "wB97M-V/def2-TZVPD", "elements": ["C", "N", "C", "C", "C", "N", "C", "N", "H", "H", "H", "H", "H", "H", "H", "H", "H", "H", "H", "H", "H", "H", "H", "H"], "coordinates": [[1.01815, 1.37881, 0.74989], [0.04674, 0.42018, 0.20800], [0.64314, -0.59597, -0.66868], [-0.42146, -1.55205, -1.20349], [-0.87382, -2.61782, -0.19625], [0.06210, -3.70565, -0.01326], [0.52104, 2.84364, 0.66515], [-0.95576, 2.95218, 0.40196], [1.95285, 1.29922, 0.19557], [1.26121, 1.19709, 1.79895], [-0.46916, -0.01264, 0.96396], [1.50801, -1.11120, -0.22612], [1.03158, -0.01983, -1.51133], [-1.30584, -1.00004, -1.50237], [0.01622, -2.05357, -2.06157], [-1.29174, -2.31108, 0.76212], [-1.73881, -3.17319, -0.59310], [0.29937, -4.17361, -0.89165], [0.85746, -3.56746, 0.61908], [0.67399, 3.43052, 1.56603], [1.07185, 3.42390, -0.07314], [-1.18496, 2.51147, -0.49358], [-1.19651, 3.94586, 0.39241], [-1.52564, 2.49124, 1.11139]], "nbo_charge": [-0.255, -0.661, -0.225, -0.397, -0.308, -0.213, -0.238, -0.664, 0.235, 0.223, 0.365, 0.182, 0.231, 0.268, 0.246, 0.250, 0.284, 0.418, 0.420, 0.240, 0.245, 0.455, 0.457, 0.442], "de_lowest_ev": 0.488, "multiplicity": 2, "total_charge": 2, "orbital_gap_ev": [10.79, 5.56], "e_homo_ev": [-17.0099, -16.9950]}


{"formula": "C5H16N3O", "method": "wB97M-V/def2-TZVPD", "elements": ["C", "C", "C", "C", "C", "N", "N", "N", "O", "H", "H", "H", "H", "H", "H", "H", "H", "H", "H", "H", "H", "H", "H", "H", "H"], "coordinates": [[0.46159, -2.64915, 0.63373], [-1.49722, 1.00833, 1.06719], [-1.84225, 1.14396, -1.44600], [1.93348, 0.16064, -0.14051], [-0.55377, -0.66865, -0.39031], [1.79669, 1.74343, 0.16600], [-0.42341, -1.50433, 0.66006], [-1.45396, 0.33968, -0.19387], [-0.44264, -1.12922, -1.59600], [1.48637, -2.40513, 0.49886], [0.26687, -3.34529, 1.53738], [0.10736, -3.26410, -0.20062], [-1.88068, 1.97694, 0.99637], [-2.13856, 0.55503, 1.82875], [-0.37873, 1.21348, 1.30262], [-2.17680, 0.49527, -2.19038], [-2.69400, 1.81100, -1.09941], [-0.96605, 1.50050, -1.80171], [2.45278, -0.31006, 0.70634], [2.54753, 0.07674, -1.07603], [2.57195, 2.17636, -0.40260], [0.81199, 1.96537, 0.15148], [-0.62518, -1.10619, 1.59744], [2.24439, 1.83400, 1.15006], [0.39226, -1.61861, -1.75887]], "nbo_charge": [-0.439, -0.425, -0.393, -0.744, 0.852, -0.763, -0.591, -0.421, -0.656, 0.211, 0.247, 0.211, 0.233, 0.235, 0.169, 0.230, 0.230, 0.195, 0.174, 0.180, 0.454, 0.431, 0.413, 0.435, 0.532], "de_lowest_ev": 5.301, "multiplicity": 1, "total_charge": 1, "orbital_gap_ev": 8.29, "e_homo_ev": -11.2488}


Look up the multiplicity of the sixth one. 1